2 unconnected molecules or ions with the total composition CH2N2O3 in a non-equilibrium geometry. Source: the OMol25 dataset; level of theory: the ωB97M-V functional and the def2-TZVPD basis.

XYZ file:
```
8
Properties=species:S:1:pos:R:3:forces:R:3
N 0.969597 -0.176763 -1.385909 1.0 -0.4 0.2
C -0.144922 0.126643 -1.061127 -0.5 0.4 -1.3
O -1.243278 0.497641 -1.099389 -0.9 0.2 0.8
H 1.651210 -0.460068 -0.714480 0.4 -0.2 0.2
O 0.889142 -0.207160 2.340551 -2.4 1.2 -0.2
N -0.028357 0.019656 1.606603 1.5 -1.3 -1.7
O -1.020830 0.803588 2.050577 -1.0 1.3 1.3
H -1.715758 1.055084 1.347314 2.0 -1.2 0.7
```
Positions in Å, forces in eV/Å.

As for the multiplicity: 1. As for the charge: 0. For the relative energy (zero: lowest compared OMol25 entry of this formula, charge and spin), the calculation gives 1.038 eV. The calculation puts the HOMO energy at -10.66 eV. The calculated total energy comes out at -10189.0581 eV. The calculation puts the HOMO-LUMO gap at 10.6 eV.

And the natural (NBO) charges, in e, turn out to be: number 1, N, carries -0.754; number 2, C, carries 0.858; number 3, O, carries -0.539; number 4, H, carries 0.414; number 5, O, carries -0.286; number 6, N, carries 0.319; number 7, O, carries -0.530; number 8, H, carries 0.518

=====

C5H10N2 in the gas phase in a non-equilibrium geometry. Source: the OMol25 dataset; level of theory: the ωB97M-V functional and the def2-TZVPD basis.

XYZ file:
```
17
Properties=species:S:1:pos:R:3:forces:R:3
C 2.228373 -1.563538 0.481115 -0.6 0.1 0.0
C 1.495200 -0.457389 0.301527 0.7 0.8 -0.4
N 0.119836 -0.300177 0.191118 -0.1 -0.6 0.2
N -0.691890 -1.230222 0.869999 -0.4 -0.2 0.2
C -0.542018 0.802115 -0.377941 -0.2 0.9 -0.8
C 0.032634 1.956162 -0.771356 0.4 -0.5 0.4
C -2.032938 0.665172 -0.639686 0.0 -0.5 0.1
H 1.790330 -2.552111 0.536440 0.0 0.0 0.1
H 3.311153 -1.500037 0.518512 -0.3 0.1 0.0
H 2.038525 0.475766 0.187646 -0.1 0.0 -0.1
H -0.757620 -0.944279 1.847139 0.1 -0.1 -0.1
H -0.263767 -2.152441 0.870580 -0.1 0.3 -0.3
H -0.553507 2.751410 -1.220985 0.0 -0.3 0.1
H 1.088045 2.161464 -0.652259 0.0 0.0 0.0
H -2.380470 1.370325 -1.403623 0.4 0.0 0.3
H -2.280488 -0.334115 -1.015320 0.1 0.1 0.3
H -2.601399 0.851896 0.277095 0.0 -0.2 -0.1
```
Positions in Å, forces in eV/Å.

As for the multiplicity: 1. As for the charge: 0. For the relative energy (zero: lowest compared OMol25 entry of this formula, charge and spin), the calculation gives 2.259 eV. The calculation puts the HOMO energy at -7.74 eV. The calculated total energy comes out at -8325.0745 eV. The calculation puts the HOMO-LUMO gap at 8.7 eV.

Atom charges from the natural (NBO) analysis, given in e for atoms 1 to 8: number 1, C, carries -0.497; number 2, C, carries 0.013; number 3, N, carries -0.296; number 4, N, carries -0.641; number 5, C, carries 0.205; number 6, C, carries -0.518; number 7, C, carries -0.638; number 8, H, carries 0.186

=====

A molecular structure, C42H42CoF9N6O3PTe in a non-equilibrium geometry. Source: the OMol25 dataset; level of theory: the ωB97M-V functional and the def2-TZVPD basis.

XYZ file:
```
105
Properties=species:S:1:pos:R:3:forces:R:3
Co -0.024430 -0.038364 -1.573341 0.1 0.5 -0.6
N -0.907712 0.464733 -3.582137 0.0 0.0 -0.2
N 0.087155 0.464291 -4.574740 0.1 0.0 0.0
C 1.393231 0.209926 -4.267532 -0.7 0.0 -0.5
N 2.236354 0.171349 -5.297138 0.0 0.0 -0.1
N 1.639732 0.042531 -2.982765 0.1 -0.5 0.0
N 2.937959 -0.264830 -2.634385 -0.4 1.3 0.3
O 3.793447 -0.408712 -3.487235 0.6 -0.6 0.3
O 3.138183 -0.215114 -1.443755 0.3 -0.5 0.2
H -1.601905 -0.248495 -3.794825 0.1 0.1 0.0
H -1.356677 1.378599 -3.553535 0.1 -0.2 0.0
H -0.169744 0.632552 -5.537317 0.0 0.0 0.2
H 1.902036 0.305308 -6.233527 -0.1 0.0 -0.1
H 3.194680 -0.107809 -5.119179 -0.3 0.1 0.0
C -0.477401 -2.854254 -3.598321 -0.1 0.0 0.0
C 0.198937 -2.570588 -2.282667 -0.1 0.2 0.2
O 1.387667 -2.877489 -2.123219 0.3 -0.1 0.0
N -0.576444 -2.062430 -1.283068 0.5 -0.1 -0.2
Te 0.693064 -1.995044 0.303616 -0.1 0.0 0.2
C 1.552115 -3.833139 0.933050 -0.4 -0.1 -0.2
C 2.495966 -3.632739 1.944361 0.2 -0.1 0.1
C 3.013351 -2.284627 2.378147 0.2 0.0 0.0
C 3.036520 -4.753308 2.563532 0.1 0.0 0.0
C 2.684147 -6.042024 2.194683 0.0 0.0 0.0
C 3.294433 -7.240714 2.864411 0.0 0.0 0.0
C 1.790598 -6.193913 1.146608 0.0 0.0 0.0
C 1.215456 -5.113242 0.485114 0.1 -0.1 0.0
C 0.369159 -5.455359 -0.712246 -0.1 0.1 0.0
C -0.868443 -1.756121 1.734326 0.3 0.2 0.0
C -2.070095 -2.462894 1.663763 -0.1 0.1 0.1
C -2.364919 -3.584942 0.716902 0.0 -0.2 -0.1
C -3.087377 -2.126567 2.552896 -0.1 0.0 0.0
C -2.954367 -1.132516 3.505266 0.0 0.0 0.0
C -4.085666 -0.772150 4.426383 0.0 0.0 0.0
C -1.735168 -0.473577 3.580472 0.0 0.0 0.0
C -0.684841 -0.764733 2.719358 0.0 -0.1 0.1
C 0.608645 -0.039373 2.995631 0.0 0.2 -0.1
H -0.595444 -3.937383 -3.667977 0.0 0.0 0.0
H 0.164757 -2.550798 -4.422944 0.0 0.0 0.0
H -1.468454 -2.411721 -3.675487 0.0 0.0 0.0
H 3.268044 -1.635999 1.534327 0.0 -0.1 0.0
H 3.923386 -2.425508 2.957658 0.0 0.0 0.0
H 2.317002 -1.746562 3.014581 0.0 -0.1 0.0
H 3.775990 -4.609248 3.341772 0.0 0.0 0.0
H 3.836067 -6.960582 3.765220 0.0 0.0 0.0
H 3.993283 -7.742291 2.194322 0.0 0.0 0.0
H 2.529967 -7.966921 3.138970 0.0 0.0 0.0
H 1.543442 -7.192003 0.801906 0.0 0.0 0.0
H 0.980494 -6.018678 -1.418499 0.0 0.0 0.0
H -0.003873 -4.588238 -1.242902 -0.1 -0.1 0.1
H -0.471501 -6.085405 -0.425653 -0.1 0.0 0.0
H -1.600570 -3.736657 -0.032739 0.1 0.0 0.0
H -3.296335 -3.390968 0.185204 0.0 0.0 0.0
H -2.486061 -4.513558 1.277163 0.0 0.0 0.0
H -4.022517 -2.671218 2.488181 0.0 0.0 0.0
H -4.892719 -1.498876 4.366618 0.0 0.0 0.0
H -4.503090 0.203851 4.169992 0.0 0.0 0.0
H -3.747864 -0.718826 5.460944 0.0 0.0 0.0
H -1.583636 0.285015 4.341187 0.0 0.0 0.0
H 0.425045 0.981344 3.334746 -0.1 0.0 0.0
H 1.284603 0.031542 2.143494 -0.1 -0.1 0.1
H 1.149431 -0.537761 3.801329 -0.1 0.1 0.1
F 4.316069 3.504372 4.004328 0.1 -0.1 0.0
C 3.117825 4.089733 3.928894 0.0 0.0 -0.1
F 3.319113 5.413212 3.843521 0.0 0.1 0.0
F 2.489023 3.865065 5.093090 -0.1 0.0 0.1
C 2.302754 3.582981 2.764984 0.0 0.0 0.0
C 2.775225 2.574114 1.946602 0.0 0.0 0.0
C 1.985301 2.117248 0.897087 0.1 0.0 0.0
C 0.737873 2.679044 0.662185 0.0 0.1 0.0
C 0.278011 3.710463 1.483078 0.0 0.0 0.0
C 1.052598 4.153344 2.536659 0.0 0.0 0.0
P -0.179403 2.085909 -0.792259 -0.2 -0.1 0.0
C -1.947080 2.204436 -0.339917 0.0 -0.1 0.1
C -2.315569 1.841600 0.956324 0.0 0.1 0.0
C -3.644078 1.682967 1.295752 -0.1 0.0 0.0
C -4.632924 1.877205 0.341576 -0.1 0.0 0.0
C -4.288802 2.226076 -0.951983 0.0 0.0 0.0
C -2.949877 2.384229 -1.289445 -0.1 0.0 0.0
C -6.072635 1.697330 0.752435 0.1 0.0 0.0
F -6.923214 1.894177 -0.260326 0.0 0.0 -0.1
F -6.294389 0.459757 1.225653 0.1 -0.1 0.0
F -6.407616 2.549185 1.733661 0.0 0.1 0.1
C 0.132098 3.437410 -1.989645 0.0 0.0 0.0
C -0.710051 4.525403 -2.187698 0.0 0.1 0.0
C -0.365587 5.533928 -3.081164 0.0 0.0 0.0
C 0.831216 5.463038 -3.769599 0.0 0.0 0.0
C 1.699007 4.397600 -3.557358 0.0 0.0 -0.1
C 1.348518 3.390882 -2.678234 -0.1 0.0 0.0
C 1.212669 6.526561 -4.769244 0.0 0.0 0.1
F 0.383847 7.573914 -4.736691 -0.1 0.1 0.0
F 1.191780 6.039472 -6.022898 0.0 -0.1 -0.1
F 2.452529 6.983872 -4.549939 0.1 0.0 0.0
H 3.747727 2.138295 2.124368 0.0 0.0 0.0
H 2.343680 1.312241 0.264634 0.0 0.0 0.0
H -0.687850 4.166588 1.305984 0.0 0.0 0.0
H 0.696275 4.946341 3.180401 0.0 0.0 0.0
H -1.560274 1.673907 1.708001 0.1 0.0 0.1
H -3.911563 1.401133 2.305388 0.0 0.0 0.0
H -5.059699 2.376645 -1.694253 0.0 0.0 0.0
H -2.707310 2.659175 -2.308363 0.0 0.0 0.0
H -1.632207 4.617408 -1.632268 0.0 0.0 0.0
H -1.025708 6.376789 -3.226215 0.0 0.0 0.0
H 2.648550 4.363656 -4.075379 0.0 0.0 0.0
H 2.037058 2.576522 -2.500726 0.0 -0.1 0.0
```
Positions in Å, forces in eV/Å.

As for the multiplicity: 3. As for the charge: +1. As for the expectation value of S²: 2.018. The calculation puts the HOMO energy (alpha / beta) at -10.72 / -10.55 eV. The calculated total energy comes out at -137978.6087 eV. The calculation puts the HOMO-LUMO gap (alpha / beta) at 8.3 / 8.1 eV.

Atom charges from the Löwdin analysis, given in e for atoms 1 to 8: number 1, Co, carries 0.153; number 2, N, carries 0.047; number 3, N, carries 0.021; number 4, C, carries -0.387; number 5, N, carries 0.216; number 6, N, carries 0.096; number 7, N, carries -0.400; number 8, O, carries 0.064